# C9H9NO4

A 2-piece molecular cluster, C9H9NO4 overall in a non-equilibrium geometry (the ωB97M-V functional and the def2-TZVPD basis, the Open Molecules 2025 dataset).

Its energy is -703.8670 Ha. The value obtained for the gap between HOMO and LUMO (spin up / spin down) is 8.978 / 5.506 eV. As for the LUMO energy (spin up / spin down): -0.0262 / -0.0597 Eh. Its total charge is 0.

Each line ends with the natural charge from an NBO analysis.
Positions of all 23 atoms, in Å:
H  -3.917  -0.016  -1.121  0.200
O  2.977  2.616  0.574  -0.297
C  -0.283  0.003  -0.268  -0.176
H  0.080  -0.927  -2.152  0.233
N  2.098  2.379  -0.184  0.503
H  3.308  -1.525  -1.930  0.116
H  -2.469  -0.594  -2.854  0.223
C  -1.202  0.546  0.663  -0.165
C  1.628  -0.347  1.511  -0.669
C  1.037  -0.171  0.114  0.402
H  -0.818  0.780  1.690  0.213
C  -0.698  -0.469  -1.542  -0.184
H  2.429  0.289  1.576  0.246
C  -2.931  0.106  -0.902  -0.182
O  1.372  3.103  -0.789  -0.295
C  3.109  -1.046  -0.880  0.660
H  -3.236  1.230  1.033  0.229
C  -1.985  -0.312  -1.922  -0.202
O  1.851  -0.598  -0.943  -0.533
O  3.906  -0.965  -0.004  -0.551
C  -2.560  0.681  0.315  -0.219
H  1.885  -1.468  1.717  0.235
H  0.924  0.022  2.175  0.213

Forces on atoms 1 to 3 (eV/Å):
H -2.7 0.1 -0.7
O 0.6 0.0 0.4
C -1.2 -0.2 0.5